52
Properties=species:S:1:pos:R:3:forces:R:3 method="wB97M-V/def2-TZVPD" e_tot_ha=-2358.9044 charge=-2 e_above_lowest_kj_mol=95.3 orbital_gap_ev=4.21
Pd 0.99106 0.98106 1.07558 0.247 1.067 -0.262
C -2.80410 -0.18649 -0.14028 0.109 -0.068 0.042
C -1.68545 0.76470 -0.49206 -0.099 0.023 0.087
N -0.55162 0.37945 -0.92472 0.004 -0.105 -0.265
N -0.42060 -0.96990 -1.24163 0.066 -0.014 0.191
C 0.43284 -1.64781 -0.56035 -0.061 0.158 0.125
S 1.32189 -1.25327 0.85987 0.176 -0.885 -0.228
S 0.76597 -3.31566 -1.19097 -0.115 -0.093 0.020
C -0.87424 -3.77197 -1.83422 0.003 -0.024 -0.197
C -1.70971 -4.52062 -0.83910 0.032 -0.004 0.056
C -2.13366 -5.82092 -1.08773 -0.049 0.030 -0.029
C -2.90190 -6.51298 -0.15974 -0.025 -0.047 -0.005
C -3.25334 -5.90811 1.03536 -0.045 -0.057 0.049
C -2.82261 -4.61313 1.29934 -0.012 0.031 0.041
C -2.05655 -3.92646 0.37568 0.076 -0.026 -0.019
C -1.92496 2.22028 -0.29987 -0.061 0.071 0.009
C -2.58529 2.91604 -1.29601 0.021 0.005 -0.020
C -2.92374 4.26204 -1.16988 -0.047 0.043 -0.086
C -2.58668 4.90227 0.02049 -0.047 0.153 0.006
C -1.93441 4.23674 1.03457 0.108 -0.086 0.106
C -1.54630 2.86083 0.93506 -0.052 -0.031 0.037
O -0.93575 2.26102 1.87457 0.001 0.009 -0.127
H -2.51379 -0.77069 0.73692 0.005 0.001 0.021
H -3.71549 0.35976 0.09538 -0.010 0.023 -0.022
H -2.98656 -0.89154 -0.95630 0.022 0.004 0.005
H -1.34903 -2.83179 -2.12076 0.046 0.033 0.026
H -0.74942 -4.37184 -2.73851 0.095 -0.006 0.028
H -1.85671 -6.29964 -2.02092 0.011 0.007 -0.015
H -3.22085 -7.52720 -0.37252 -0.004 -0.005 0.006
H -3.84995 -6.44342 1.76460 -0.005 -0.008 0.001
H -3.07451 -4.13554 2.23798 -0.015 -0.001 0.013
H -1.68793 -2.93411 0.60076 0.005 0.055 -0.021
H -2.83983 2.38300 -2.20976 -0.006 0.007 -0.004
H -3.42716 4.79069 -1.97150 -0.003 -0.008 0.003
H -2.83735 5.95296 0.15667 -0.004 -0.018 -0.018
H -1.66380 4.74544 1.95411 -0.009 0.019 -0.009
C 5.02040 3.72287 -0.73451 0.023 0.039 0.011
C 3.69570 3.01465 -0.93819 -0.030 -0.212 -0.209
S 2.98187 2.30185 0.59580 -0.624 -0.474 0.943
O 3.33870 3.28885 1.66669 0.221 0.479 -0.089
C 4.20434 0.96727 0.84441 0.010 -0.141 -0.269
C 4.25260 0.65071 2.33163 -0.097 0.005 -0.214
H 5.21992 4.40305 -1.56636 0.033 0.022 0.015
H 5.85682 3.02720 -0.66458 0.006 -0.031 0.013
H 4.97648 4.29507 0.19395 0.006 0.028 0.001
H 3.74849 2.19634 -1.66143 -0.019 0.014 0.001
H 2.93157 3.71084 -1.28563 -0.047 -0.007 0.049
H 5.17777 1.24175 0.42921 0.027 0.066 0.079
H 3.79086 0.11007 0.30709 0.073 0.037 -0.072
H 4.72048 1.45214 2.90131 0.002 0.021 -0.024
H 4.78319 -0.29000 2.49521 -0.012 0.008 0.034
H 3.21233 0.54416 2.65529 0.072 -0.110 0.184

=====

53
Properties=species:S:1:pos:R:3:forces:R:3 method="wB97M-V/def2-TZVPD" e_tot_ha=-1963.6626 charge=+2 e_above_lowest_kj_mol=142.6 orbital_gap_ev="5.94 / 3.47" multiplicity=5
C 4.32863 -1.29828 -1.31682 0.051 -0.189 0.139
C 3.64947 -0.76399 -0.22654 -0.055 0.636 -0.469
C 3.58459 0.64598 -0.07964 -0.845 -2.297 0.342
C 4.51204 1.48940 -0.82666 -0.488 -3.106 -0.313
C 5.21056 0.90845 -1.91243 0.003 0.446 0.114
C 5.07759 -0.47748 -2.18630 -0.293 0.407 0.263
C 4.71187 2.61363 0.08029 2.638 3.101 -2.621
C 3.48348 3.39563 0.19713 -1.917 1.265 1.521
C 2.60152 2.48234 0.92245 -1.749 -0.933 1.170
C 1.66717 3.01356 1.84831 -0.415 0.381 -0.263
C 1.30802 4.35187 1.74753 -0.122 -0.346 0.398
C 2.00235 5.23101 0.88416 0.075 -0.385 -0.264
C 3.12896 4.76475 0.15574 0.547 -0.458 -0.460
H 4.28282 -2.37656 -1.50287 0.250 0.371 0.142
H 5.89224 1.50409 -2.56578 -0.590 -0.430 0.897
H 5.60352 -0.95581 -3.03192 -0.332 0.543 0.548
H 5.70128 3.08649 0.19265 -0.477 0.411 -1.156
H 0.48431 4.73697 2.35889 0.478 -0.038 -0.096
H 1.68859 6.29120 0.85644 0.387 -0.763 -0.116
H 3.71764 5.51580 -0.42639 -0.333 -0.933 0.691
N 2.58497 1.03854 0.89220 4.134 3.661 -2.555
Ru 0.11806 0.02489 0.41535 -3.813 -0.919 -3.240
C 2.94914 -1.54928 0.84650 -0.216 -0.069 -0.062
H 2.95800 -0.97915 1.77965 0.237 -0.294 -0.031
H 3.40166 -2.52593 1.02226 -0.032 -0.103 -0.116
C 1.15684 2.02736 2.86704 0.280 0.459 0.360
H 1.96127 1.34273 3.13929 0.061 0.155 0.155
H 0.82088 2.52448 3.77405 -0.141 0.140 0.097
P 1.18148 -1.79244 0.45181 2.787 -4.447 -1.321
P -0.16161 0.99864 2.23920 -2.120 3.676 3.917
C -1.53990 2.15316 1.91259 -0.283 0.113 -0.107
H -2.10872 1.80807 1.03632 0.009 0.170 0.363
H -2.20320 2.19509 2.78220 0.026 0.023 -0.122
H -1.14478 3.15250 1.70387 -0.091 -0.217 -0.032
C -0.72242 -0.04930 3.57810 0.048 -0.785 0.260
H -1.15741 0.54604 4.38081 0.035 0.178 -0.035
H -1.47582 -0.76423 3.23722 -0.008 0.123 -0.100
H 0.11459 -0.61765 3.98442 0.043 -0.005 0.060
C 1.18331 -2.66017 -1.13530 -0.288 -0.238 -0.326
H 1.26352 -3.73940 -0.97112 0.010 0.109 -0.016
H 0.25539 -2.44431 -1.67761 0.181 -0.126 0.070
H 2.02821 -2.31843 -1.73872 -0.200 0.048 0.072
C 0.54127 -2.96692 1.66118 -0.550 0.221 0.407
H -0.55326 -2.98784 1.60446 0.176 -0.072 -0.009
H 0.92492 -3.96944 1.45922 0.106 0.126 -0.062
H 0.82609 -2.66710 2.67213 0.014 -0.060 -0.037
C 1.05294 1.14479 -0.78372 2.608 3.894 -5.275
O 1.52565 1.83906 -1.61593 -2.326 -2.947 3.141
H 4.67527 2.11289 0.95424 0.565 -1.410 3.329
O -1.66675 -0.98052 -1.62109 -0.335 -0.038 1.498
N -2.31122 -1.38213 -0.62837 -0.902 -1.010 -1.360
O -3.34202 -2.05329 -0.69385 2.846 1.966 1.008
O -1.76684 -1.04869 0.58655 0.327 -0.003 -0.398

=====

Question: Among the records above, which one has the highest charge?
Answer: C20H24N2O4P2Ru

=====

Question: Look up the charge of the second one.
Answer: +2

=====

Question: Which of these has the highest charge?
Answer: C20H24N2O4P2Ru